[1]
This record from the OMol25 dataset describes a 11-piece molecular cluster, C13H29BCl20FOP overall at a distorted geometry. The level of theory is ωB97M-V/def2-TZVPD.

Results
HOMO-LUMO gap in eV: 8.6338
ΔE to the lowest compared entry with this formula, charge and spin in eV: 0.000

Atoms and positions in Å:
Cl  7.389  4.172  7.413
Cl  4.880  2.748  6.959
Cl  1.292  1.169  -2.892
Cl  -5.523  0.818  -4.920
Cl  2.171  -9.713  0.915
Cl  -2.519  -6.556  -2.384
Cl  2.524  -7.245  2.440
Cl  -1.052  -1.461  -3.244
Cl  -7.152  3.605  -7.585
Cl  -1.540  1.383  -2.147
Cl  -7.746  4.029  -2.891
Cl  -5.942  5.148  -0.881
Cl  -4.884  0.548  -2.081
Cl  0.863  1.082  1.422
Cl  -2.155  -8.262  -4.728
Cl  -0.461  -5.483  -0.747
Cl  1.150  -1.683  2.339
Cl  2.082  -4.123  -0.334
Cl  -9.889  3.897  -6.600
Cl  -2.465  -3.791  -4.324
P  1.760  3.058  3.801
F  3.904  4.975  1.694
O  0.497  3.676  3.179
C  5.235  3.929  3.360
C  4.346  3.715  2.116
C  -3.201  -7.863  -3.361
C  0.800  -0.626  0.963
C  0.707  -4.912  0.452
C  6.133  2.662  3.626
C  -4.230  0.716  -3.719
C  2.869  -8.091  0.924
C  5.991  3.400  8.170
C  -6.805  3.706  -1.428
C  -8.220  4.466  -6.472
C  -1.040  -3.220  -3.446
C  0.103  1.984  -1.868
B  3.038  2.805  2.368
H  5.944  4.737  3.099
H  4.696  4.253  4.262
H  4.968  3.250  1.332
H  2.816  1.910  1.623
H  6.337  2.587  8.800
H  7.153  2.832  3.244
H  3.944  -8.170  0.806
H  -3.637  1.620  -3.770
H  -0.194  -0.855  0.590
H  1.072  -5.757  1.026
H  5.703  1.783  3.117
H  0.126  3.046  -2.087
H  -0.149  -3.507  -3.996
H  -1.032  -3.677  -2.466
H  -8.192  5.525  -6.705
H  -7.869  4.295  -5.460
H  0.216  -4.200  1.107
H  2.299  3.927  4.805
H  -7.480  3.383  -0.644
H  5.464  4.136  8.768
H  -6.083  2.925  -1.643
H  -4.168  -7.549  -3.739
H  -3.613  -0.148  -3.940
H  -3.314  -8.743  -2.737
H  2.446  -7.523  0.101
H  0.363  1.815  -0.827
H  6.233  2.486  4.709
H  1.538  -0.808  0.187
H  1.504  1.762  4.344


[2]
This record from the OMol25 dataset describes one molecule with the formula C13H29BrOSi at a distorted geometry. The level of theory is ωB97M-V/def2-TZVPD.

Results
HOMO-LUMO gap in eV: 10.5767
ΔE to the lowest compared entry with this formula, charge and spin in eV: 0.333

Atoms and positions in Å:
Br  -0.196  3.028  4.810
Si  0.044  -3.105  -2.529
O  0.455  -2.338  -1.077
C  0.728  4.555  4.075
C  -1.329  1.201  -0.084
C  0.647  4.208  1.419
C  -0.120  2.905  1.419
C  -1.725  -2.732  -2.940
C  1.451  4.425  2.714
C  1.167  -2.505  -3.914
C  -0.215  0.181  0.059
C  0.311  -2.004  1.255
C  -0.623  -0.791  1.131
C  -0.736  2.582  0.028
C  0.075  -2.970  0.111
C  0.272  -4.945  -2.413
H  0.117  -2.477  2.245
H  1.320  4.200  0.544
H  -1.500  3.306  -0.268
H  -1.875  -1.662  -2.923
H  0.722  0.685  0.340
H  -1.647  -1.115  0.930
H  -2.106  1.028  0.698
H  -2.317  -3.207  -2.154
H  1.493  -3.255  -4.625
H  -0.894  2.973  2.186
H  -0.700  -0.259  2.086
H  0.031  5.396  4.052
H  -0.261  -5.385  -1.571
H  0.038  2.709  -0.706
H  -1.799  1.000  -1.060
H  2.172  3.603  2.823
H  0.514  2.069  1.726
H  0.008  -0.336  -0.867
H  0.561  -1.810  -4.506
H  2.053  -1.958  -3.562
H  2.099  5.280  2.595
H  -0.999  -3.262  0.051
H  1.335  -5.114  -2.287
H  0.637  -3.894  0.204
H  1.311  -1.617  1.241
H  1.482  4.852  4.800
H  -0.005  -5.439  -3.340
H  -1.982  -3.094  -3.940
H  -0.016  5.090  1.227


[3]
This record from the OMol25 dataset describes C13H29ClIN2OP2Sn as an isolated structure at a distorted geometry. The level of theory is ωB97M-V/def2-TZVPD.

Results
HOMO-LUMO gap (spin up / spin down) in eV: 5.6189 / 4.6581
ΔE to the lowest compared entry with this formula, charge and spin in eV: 2.017
Net charge: +3

Atoms and positions in Å:
I  0.812  -0.157  1.514
Sn  -1.103  -3.441  -2.191
Cl  -0.024  -3.600  -4.269
P  -2.670  -0.368  -0.151
P  2.711  -0.253  -0.119
O  1.129  2.168  -0.274
N  -0.742  2.155  2.438
N  0.084  3.160  2.096
C  -3.431  0.837  1.018
C  -0.535  1.997  3.791
C  0.313  1.060  -2.115
C  0.332  3.003  4.300
C  0.706  3.729  3.140
C  3.548  -1.859  0.045
C  0.873  1.014  -0.643
C  3.451  0.361  -1.659
C  3.730  0.788  0.983
C  -1.248  0.906  4.514
C  -3.776  -1.772  0.199
C  -3.526  0.226  -1.675
C  1.374  5.017  2.990
H  -3.661  -2.048  1.248
H  0.229  3.224  1.098
H  -0.693  0.681  5.433
H  -4.806  -1.482  0.008
H  2.229  5.139  3.625
H  -3.486  -2.619  -0.415
H  3.403  -2.341  1.013
H  -3.213  -0.414  -2.515
H  0.979  0.475  -2.753
H  0.713  5.838  3.242
H  4.544  0.282  -1.504
H  3.192  -0.206  -2.552
H  -2.818  1.753  1.027
H  -4.620  0.157  -1.534
H  1.689  5.168  1.971
H  -4.462  1.044  0.715
H  -0.673  0.616  -1.953
H  -2.271  1.270  4.718
H  3.472  0.712  2.048
H  -1.328  0.010  3.865
H  -3.404  0.422  2.028
H  3.195  1.415  -1.823
H  3.242  -2.554  -0.746
H  0.186  2.053  -2.602
H  0.607  3.003  5.359
H  -3.236  1.263  -1.891
H  4.760  0.468  0.790
H  3.603  1.824  0.659
H  4.630  -1.609  -0.082


[4]
This record from the OMol25 dataset describes a 3-piece molecular cluster, C13H29ClIO7P overall. The level of theory is ωB97M-V/def2-TZVPD.

Results
HOMO-LUMO gap in eV: 9.2222

Atoms and positions in Å:
I  2.677  2.017  -0.469
Cl  -0.773  -0.147  0.944
P  3.577  -2.568  1.126
O  4.024  -1.001  1.368
O  -1.759  1.507  4.575
O  2.813  -0.986  -1.782
O  1.056  -3.156  0.543
O  2.818  -2.848  2.538
O  -2.705  2.524  -3.120
O  0.060  2.392  -1.630
C  2.017  -2.201  0.151
C  -2.489  -1.315  2.700
C  2.076  -0.442  -2.850
C  0.929  1.586  -1.639
C  -0.690  2.170  3.898
C  2.411  -2.276  -1.337
C  0.811  0.307  -2.433
C  -2.329  3.328  -5.392
C  -1.295  -2.837  1.058
C  0.645  1.937  4.580
C  -0.243  -3.031  -0.022
C  -1.176  -1.593  1.942
C  -3.126  3.457  -4.106
H  -1.269  3.521  -5.208
H  -1.337  -3.721  1.703
H  -0.675  1.761  2.891
H  -3.340  -1.786  2.207
H  1.597  -2.690  -1.941
H  -1.775  2.693  -2.925
H  -2.267  -2.788  0.548
H  1.453  2.427  4.035
H  3.279  -2.939  -1.447
H  -2.417  -1.634  3.740
H  -0.905  3.242  3.829
H  3.472  -3.175  3.169
H  -2.679  4.036  -6.146
H  1.769  -1.225  -3.555
H  1.727  -1.171  0.384
H  -0.386  -1.737  2.678
H  2.741  0.230  -3.400
H  -0.474  -3.963  -0.553
H  0.861  0.869  4.636
H  -1.805  1.857  5.469
H  -0.318  -2.224  -0.754
H  -2.688  -0.243  2.727
H  4.711  -0.797  0.719
H  0.291  0.613  -3.350
H  -2.418  2.318  -5.793
H  0.115  -0.354  -1.905
H  -3.044  4.476  -3.711
H  -4.180  3.251  -4.289
H  0.634  2.328  5.601


[5]
This record from the OMol25 dataset describes C13H29ClN2O5PS4W as an isolated structure at a distorted geometry. The level of theory is ωB97M-V/def2-TZVPD.

Results
HOMO-LUMO gap (spin up / spin down) in eV: 6.6644 / 7.7476
Net charge: +2
Spin multiplicity: 2

Atoms and positions in Å:
W  -0.408  -0.858  -0.879
Cl  1.149  -0.726  -2.633
S  0.515  1.289  -0.158
S  -2.373  -1.846  -0.044
S  -2.282  0.114  0.487
S  -1.669  0.137  -3.841
P  -1.645  -0.193  2.691
O  -1.578  0.076  -2.289
O  -1.061  1.250  2.986
O  1.018  -2.098  -0.029
O  -0.279  -2.973  -1.522
O  -0.276  -0.956  2.284
N  3.145  1.253  -0.587
N  2.437  0.217  1.332
C  4.776  0.874  1.182
C  -2.388  1.766  -4.093
C  -1.880  2.238  3.704
C  3.797  -0.141  1.751
C  4.570  1.011  -0.317
C  -1.102  2.751  4.887
C  -2.480  2.095  -5.580
C  2.180  0.863  0.215
C  0.679  -3.126  -0.734
C  -3.069  -0.931  -4.208
C  0.421  -1.884  4.456
C  -2.656  -2.394  -4.109
C  0.034  -2.188  3.026
H  2.870  1.708  -1.444
H  -1.687  3.515  5.400
H  4.031  -1.149  1.404
H  4.623  1.842  1.665
H  5.797  0.560  1.385
H  -3.521  -3.027  -4.305
H  -0.828  -2.853  2.977
H  0.702  -2.808  4.960
H  -0.162  3.197  4.561
H  0.850  -2.640  2.472
H  -3.378  -0.663  -5.220
H  -1.886  -2.639  -4.840
H  -1.500  2.087  -6.055
H  -2.102  3.028  2.991
H  -3.865  -0.658  -3.515
H  1.209  -4.071  -0.629
H  -0.892  1.949  5.595
H  5.137  1.850  -0.713
H  1.267  -1.196  4.501
H  -2.818  1.770  4.014
H  -3.346  1.787  -3.572
H  3.829  -0.139  2.838
H  -2.892  3.098  -5.690
H  -0.416  -1.446  5.006
H  -2.284  -2.637  -3.114
H  -3.141  1.417  -6.118
H  1.636  -0.047  1.890
H  -1.692  2.434  -3.581
H  4.886  0.110  -0.843


[6]
This record from the OMol25 dataset describes C13H29IInNO4SSi as an isolated structure at a distorted geometry. The level of theory is ωB97M-V/def2-TZVPD.

Results
HOMO-LUMO gap (spin up / spin down) in eV: 7.9140 / 4.2939
ΔE to the lowest compared entry with this formula, charge and spin in eV: 0.156
Net charge: +2

Atoms and positions in Å:
I  3.788  2.541  -1.354
In  -1.422  1.838  -3.760
S  0.432  2.029  -1.682
Si  0.096  0.406  -0.232
O  -0.414  4.699  -4.399
O  1.390  0.611  0.746
O  -1.384  0.862  0.300
O  0.141  -1.078  -0.868
N  -0.906  4.124  -3.430
C  3.070  -1.100  0.252
C  3.320  0.660  2.153
C  -0.879  -3.265  -0.608
C  -2.108  -1.314  -1.644
C  -2.053  1.270  1.564
C  -1.411  2.540  2.065
C  -3.456  1.529  1.077
C  2.035  1.572  -2.342
C  -1.868  0.064  2.509
C  2.386  -0.295  1.371
C  -0.784  -1.989  -1.484
C  -0.142  -2.275  -2.817
C  1.639  -1.339  2.235
H  -1.663  -3.934  -1.024
H  0.094  -3.756  -0.596
H  3.611  -0.433  -0.459
H  -2.088  -0.896  1.998
H  -1.213  -2.936  0.384
H  3.915  -1.702  0.638
H  -3.952  0.540  0.841
H  -2.705  -1.801  -2.408
H  1.212  -0.773  3.134
H  2.219  0.511  -2.282
H  2.290  -2.181  2.525
H  -3.587  2.302  0.277
H  -0.337  2.327  2.374
H  -4.056  1.933  1.893
H  0.952  -2.182  -2.808
H  -1.976  3.034  2.869
H  0.816  -1.691  1.589
H  -2.429  0.119  3.444
H  4.194  0.075  2.519
H  -2.119  -0.282  -1.948
H  -2.634  -1.377  -0.677
H  -0.448  -1.490  -3.528
H  -0.787  -0.019  2.718
H  3.724  1.488  1.487
H  2.394  -1.827  -0.224
H  -0.372  -3.257  -3.260
H  2.028  1.859  -3.384
H  2.737  1.044  3.062
H  -1.289  3.210  1.197


[7]
This record from the OMol25 dataset describes C13H29N2PRuSSi as an isolated structure. The level of theory is ωB97M-V/def2-TZVPD.

Results
HOMO-LUMO gap (spin up / spin down) in eV: 7.8087 / 7.1070
ΔE to the lowest compared entry with this formula, charge and spin in eV: 0.000
Net charge: +1
Spin multiplicity: 6

Atoms and positions in Å:
Ru  0.256  0.170  0.625
S  1.402  -2.009  1.725
P  1.807  -0.334  -1.278
Si  -2.816  1.127  -0.134
N  -0.704  -3.431  0.976
N  1.225  -4.605  1.405
C  2.495  1.353  1.991
C  2.145  2.253  0.975
C  0.575  -3.442  1.336
C  1.340  1.092  2.766
C  1.738  0.755  -2.744
C  -4.516  0.599  -0.759
C  -3.054  2.510  1.125
C  1.410  -1.967  -2.010
C  0.263  1.851  2.233
C  -1.892  -0.375  0.543
C  -1.793  1.752  -1.618
C  0.765  2.556  1.106
C  3.606  -0.487  -1.000
H  2.370  0.349  -3.534
H  4.027  0.485  -0.748
H  -2.019  2.793  -1.856
H  1.312  0.506  3.672
H  1.944  -2.089  -2.952
H  2.810  2.665  0.230
H  -1.988  -1.190  -0.185
H  3.789  -1.174  -0.175
H  2.182  -4.598  1.714
H  -3.894  3.131  0.808
H  -2.180  3.157  1.219
H  4.080  -0.865  -1.906
H  3.475  0.937  2.169
H  -2.260  -0.696  1.522
H  0.760  -5.495  1.334
H  2.085  1.754  -2.480
H  -5.043  1.459  -1.181
H  -1.999  1.155  -2.509
H  1.712  -2.758  -1.323
H  -5.126  0.201  0.054
H  -0.691  2.015  2.709
H  0.227  3.290  0.525
H  -3.295  2.119  2.117
H  0.338  -2.050  -2.189
H  0.713  0.827  -3.105
H  -1.195  -2.550  0.978
H  -0.718  1.689  -1.411
H  -4.447  -0.166  -1.534
H  -1.217  -4.274  0.773


[8]
This record from the OMol25 dataset describes C13H29N3O26S5 as an isolated structure at a distorted geometry. The level of theory is ωB97M-V/def2-TZVPD.

Results
HOMO-LUMO gap in eV: 10.5462
ΔE to the lowest compared entry with this formula, charge and spin in eV: 4.152

Atoms and positions in Å:
S  4.567  -2.640  5.483
S  -7.753  -5.723  -3.924
S  1.366  7.583  0.872
S  -4.079  -0.674  -7.427
S  -2.289  0.000  1.017
O  4.585  -3.474  4.303
O  3.922  -3.448  -1.137
O  -7.977  -3.022  2.206
O  -2.904  -1.298  0.835
O  4.215  -3.501  6.844
O  1.289  6.284  1.495
O  -6.370  -4.881  -4.295
O  6.958  1.969  -0.869
O  -7.631  -5.336  -2.350
O  -1.401  0.417  -0.332
O  2.909  7.975  0.271
O  -2.879  0.388  -7.694
O  6.081  -2.366  6.001
O  7.912  3.101  0.671
O  0.310  7.982  -0.090
O  -3.086  1.125  1.503
O  1.641  8.734  2.047
O  -8.948  -5.075  -4.486
O  -5.299  -0.246  -8.029
O  3.795  -1.389  5.397
O  4.224  -1.508  -1.760
O  -0.850  -0.058  1.965
O  -3.680  -2.026  -7.765
O  -7.529  -7.145  -4.202
O  -8.403  -1.732  3.850
O  -3.934  -0.395  -5.819
N  -7.613  -2.431  3.279
N  4.653  -2.591  -1.484
N  6.953  2.882  -0.070
C  5.738  3.658  0.104
C  -6.214  -2.585  3.818
C  5.329  -3.903  7.498
C  6.088  -2.839  -1.689
C  -2.947  1.505  -6.808
C  -0.308  1.146  0.142
C  -3.321  0.877  -5.433
C  6.575  -3.513  6.647
C  -6.362  -5.424  -1.959
C  3.244  9.281  0.497
C  -5.565  -4.690  -3.087
C  0.300  0.461  1.299
C  2.538  9.766  1.736
H  2.749  9.884  -0.264
H  -3.837  2.095  -7.026
H  -2.169  2.251  -6.970
H  4.306  9.489  0.625
H  6.221  -3.909  -1.854
H  6.618  -2.589  -0.770
H  6.457  -2.301  -2.562
H  -4.685  -5.314  -3.242
H  0.782  1.187  1.954
H  -5.578  -1.713  3.663
H  6.035  4.699  -0.024
H  -4.004  1.434  -4.791
H  6.780  -4.212  5.836
H  -6.035  -6.460  -1.864
H  -6.289  -4.932  -0.989
H  5.291  -4.992  7.481
H  4.973  3.336  -0.602
H  5.405  -3.650  8.556
H  -6.278  -2.856  4.872
H  -0.577  2.174  0.386
H  1.993  10.693  1.561
H  0.925  -0.399  1.056
H  7.453  -3.346  7.270
H  0.397  1.291  -0.677
H  3.213  9.871  2.586
H  5.410  3.343  1.094
H  -5.670  -3.415  3.367
H  -5.356  -3.649  -2.843
H  -2.377  0.768  -4.899